{
  "formula": "C4H8S",
  "method": "ωB97M-V with the def2-TZVPD basis set",
  "symbols": ["H", "H", "H", "C", "C", "H", "C", "H", "C", "H", "S", "H", "H"],
  "positions_angstrom": [[-2.074, 1.456, 0.458], [-0.309, 1.912, 0.885], [0.331, -2.657, 0.601], [0.690, -1.807, -0.023], [-1.073, 1.757, 0.095], [0.336, -0.131, 1.421], [-0.542, 0.422, -0.428], [-0.681, 0.140, -1.510], [0.424, -0.364, 0.400], [-1.048, 2.405, -0.744], [1.856, 0.686, -0.196], [1.794, -1.822, 0.120], [0.297, -1.997, -1.078]],
  "forces_ev_per_angstrom": [[0.2998, 1.1275, 0.1843], [-1.0412, 1.1334, -0.1144], [-0.2580, 1.0601, -0.0653], [0.6171, -0.4296, -0.2010], [1.0379, -3.4568, 0.3681], [-0.1081, -0.1762, 1.4841], [-1.3562, -1.0990, -0.6999], [0.2501, 0.2253, 1.3480], [-1.0482, 1.1243, -2.9305], [-0.2548, 1.2330, -0.1940], [1.2975, -0.2079, 0.3976], [-0.4850, -0.8909, -0.9099], [1.0490, 0.3568, 1.3329]],
  "nbo_charge": [0.2300, 0.2037, 0.2326, -0.6362, -0.6751, 0.2254, -0.1628, 0.1881, -0.3903, 0.2253, 0.1058, 0.2264, 0.2273],
  "spin_multiplicity": 3,
  "energy_ev": -15108.9022,
  "max_force_ev_per_a": 3.63,
  "homo_ev": [-6.639, -9.019],
  "homo_lumo_gap_ev": [7.7, 7.0]
}

{
  "formula": "C3H5N2OS",
  "method": "ωB97M-V with the def2-TZVPD basis set",
  "symbols": ["N", "N", "H", "H", "C", "S", "H", "H", "C", "C", "H", "O"],
  "positions_angstrom": [[0.627, 1.313, -0.294], [-1.145, -0.146, -0.497], [1.187, 2.122, -0.558], [-1.256, -1.736, 0.877], [0.730, -0.683, 0.930], [1.826, -1.758, -0.132], [0.917, -0.947, 1.974], [-0.829, 1.516, -1.755], [-0.688, -0.900, 0.518], [-0.473, 0.941, -0.914], [-2.018, -0.398, -0.954], [1.121, 0.677, 0.806]],
  "forces_ev_per_angstrom": [[-0.5925, -0.3185, -0.4468], [-0.2778, 0.6351, -0.5054], [-0.1799, -0.2912, 0.0160], [-0.2211, -0.0765, 0.0333], [0.6300, -1.3327, -0.4576], [-1.5680, 0.7342, 0.5381], [-0.1754, 0.2676, -0.1787], [0.0652, 0.0369, -0.0296], [1.6108, -0.7332, 0.2402], [0.4588, -0.1285, 0.4637], [0.2353, 0.1816, 0.0042], [0.0147, 1.0251, 0.3225]],
  "nbo_charge": [-0.1807, -0.5098, 0.4545, 0.2579, -0.1548, 0.1070, 0.2650, 0.2627, 0.0459, 0.2802, 0.4606, -0.2885],
  "energy_ev": -19043.9742,
  "smiles": "[S-][C@@H]1C=[NH+]C=[NH+]O1",
  "total_charge": 1,
  "max_force_ev_per_a": 1.81,
  "homo_ev": [-13.630, -12.818],
  "homo_lumo_gap_ev": [8.1, 6.7]
}

{
  "formula": "C19H20AgCl3I2N2O3",
  "method": "ωB97M-V with the def2-TZVPD basis set",
  "symbols": ["C", "H", "H", "H", "I", "C", "C", "O", "H", "H", "H", "H", "C", "H", "C", "C", "H", "C", "C", "C", "C", "H", "Cl", "N", "Cl", "H", "H", "C", "C", "C", "Cl", "C", "H", "O", "O", "Ag", "H", "H", "C", "C", "H", "C", "H", "N", "C", "I", "H", "H", "C", "H"],
  "positions_angstrom": [[0.342, -2.468, 2.339], [-1.163, -5.949, 1.490], [1.115, -1.078, 3.759], [-1.137, 2.706, -1.237], [-0.970, -4.535, -1.249], [0.142, -0.297, -4.397], [0.965, -1.145, 2.675], [2.617, 0.814, 0.212], [0.657, 5.698, 1.258], [1.871, 1.168, 2.410], [-0.908, -2.112, -5.012], [0.096, -0.152, 1.223], [4.856, 0.260, 0.767], [-0.572, 5.102, -0.843], [-0.444, -4.645, 3.042], [-0.509, -4.057, 0.737], [-0.944, 1.226, -3.341], [-0.746, -4.981, 1.734], [0.778, 1.229, 2.527], [0.058, 0.768, -3.301], [0.032, -2.752, 0.961], [0.578, 1.500, 3.572], [4.749, 0.557, 2.533], [-0.326, 2.040, 0.520], [6.529, 0.591, 0.255], [0.334, -3.132, 4.355], [-0.924, -1.798, -3.262], [0.702, 3.662, 1.931], [0.343, 2.349, 1.627], [-0.631, 3.020, -0.330], [4.493, -1.445, 0.463], [0.373, 4.673, 1.052], [0.778, 1.568, -3.510], [0.211, -1.938, 0.005], [4.252, 2.223, -0.493], [0.389, 0.008, -1.315], [1.259, 3.869, 2.837], [1.956, -1.082, 2.197], [3.764, 1.237, 0.047], [0.089, 0.312, -5.806], [0.899, 1.033, -5.943], [0.094, -3.393, 3.330], [0.170, -0.450, -6.592], [0.131, -0.027, 2.230], [-0.972, -1.330, -4.247], [-0.798, -6.022, 4.588], [1.096, -0.829, -4.307], [-1.950, -0.845, -4.343], [-0.313, 4.347, -0.112], [-0.858, 0.845, -5.949]],
  "forces_ev_per_angstrom": [[-0.0567, -0.0484, -0.0674], [0.0027, 0.0068, 0.0026], [-0.0128, -0.0040, 0.0059], [0.0077, 0.0134, -0.0092], [0.0057, -0.0141, 0.0606], [-0.1428, 0.0785, -0.0911], [0.0728, 0.0336, -0.0230], [-0.1517, 0.0289, -0.0215], [0.0078, 0.0040, 0.0035], [-0.0307, -0.0123, 0.0195], [-0.0150, -0.0081, -0.0018], [-0.2795, 0.2490, -0.0579], [-0.1081, 0.1183, -0.0981], [-0.0107, -0.0203, -0.0164], [0.0069, 0.0286, -0.0130], [0.0055, 0.0573, 0.0106], [0.0055, 0.0408, -0.0930], [-0.0508, -0.1386, -0.0129], [0.0948, 0.0059, 0.0970], [-0.0207, -0.0212, 0.0581], [-0.0821, 0.0057, -0.2532], [-0.0048, 0.0616, -0.0141], [0.0307, 0.0154, 0.0838], [0.0670, 0.1118, 0.0391], [0.0383, -0.0148, 0.0038], [-0.0042, -0.0028, -0.0037], [-0.0310, -0.0092, -0.0165], [0.0087, 0.1377, 0.0020], [-0.1095, -0.0801, -0.0978], [-0.0400, -0.0841, -0.0182], [0.0027, -0.0503, -0.0163], [-0.0172, -0.0906, -0.0050], [0.0082, 0.0100, 0.0283], [0.1269, 0.0881, 0.2890], [-0.0612, 0.0734, -0.0022], [0.1257, -0.2011, -0.0363], [0.0015, -0.0207, 0.0044], [0.0073, -0.0106, 0.0415], [0.2562, -0.1738, 0.0391], [0.0270, -0.0468, 0.0180], [-0.0049, 0.0062, -0.0125], [0.0386, 0.0030, 0.0870], [0.0013, 0.0062, -0.0022], [0.1560, -0.2655, 0.0671], [0.0881, -0.0154, -0.0051], [0.0051, 0.0273, -0.0341], [0.0284, 0.0203, 0.0062], [-0.0065, 0.0084, 0.0199], [0.0222, 0.0891, 0.0234], [-0.0085, 0.0034, 0.0123]],
  "nbo_charge": [-0.1169, 0.2157, 0.1679, 0.2045, 0.0731, -0.2414, -0.2358, -0.7491, 0.1957, 0.2230, 0.1747, 0.3909, -0.2035, 0.2020, -0.2236, -0.2688, 0.1580, -0.2792, -0.2661, -0.9446, 0.4533, 0.1719, -0.0491, -0.4447, -0.0313, 0.2013, 0.2319, -0.2568, 0.2642, 0.0593, 0.0039, -0.1738, 0.1803, -0.8161, -0.7038, 0.6939, 0.2032, 0.2026, 0.7538, -0.6065, 0.1942, -0.2262, 0.1740, -0.6323, -0.6039, 0.0262, 0.1827, 0.1796, -0.2910, 0.1824],
  "energy_ev": -86919.4085,
  "total_charge": -2,
  "max_force_ev_per_a": 0.38,
  "homo_ev": -1.601,
  "homo_lumo_gap_ev": 5.3
}